{
  "formula": "C72H152N8O8",
  "method": "wB97M-V/def2-TZVPD",
  "species": ["O", "O", "O", "O", "O", "O", "O", "O", "N", "N", "N", "N", "N", "N", "N", "N", "C", "C", "C", "C", "C", "C", "C", "C", "C", "C", "C", "C", "C", "C", "C", "C", "C", "C", "C", "C", "C", "C", "C", "C", "C", "C", "C", "C", "C", "C", "C", "C", "C", "C", "C", "C", "C", "C", "C", "C", "C", "C", "C", "C", "C", "C", "C", "C", "C", "C", "C", "C", "C", "C", "C", "C", "C", "C", "C", "C", "C", "C", "C", "C", "C", "C", "C", "C", "C", "C", "C", "C", "H", "H", "H", "H", "H", "H", "H", "H", "H", "H", "H", "H", "H", "H", "H", "H", "H", "H", "H", "H", "H", "H", "H", "H", "H", "H", "H", "H", "H", "H", "H", "H", "H", "H", "H", "H", "H", "H", "H", "H", "H", "H", "H", "H", "H", "H", "H", "H", "H", "H", "H", "H", "H", "H", "H", "H", "H", "H", "H", "H", "H", "H", "H", "H", "H", "H", "H", "H", "H", "H", "H", "H", "H", "H", "H", "H", "H", "H", "H", "H", "H", "H", "H", "H", "H", "H", "H", "H", "H", "H", "H", "H", "H", "H", "H", "H", "H", "H", "H", "H", "H", "H", "H", "H", "H", "H", "H", "H", "H", "H", "H", "H", "H", "H", "H", "H", "H", "H", "H", "H", "H", "H", "H", "H", "H", "H", "H", "H", "H", "H", "H", "H", "H", "H", "H", "H", "H", "H", "H", "H", "H", "H", "H", "H", "H", "H", "H", "H", "H", "H", "H", "H"],
  "xyz": [[-6.126, 2.208, -1.271], [5.219, -4.027, 4.250], [0.852, 0.153, -2.727], [2.910, 1.038, 4.749], [1.682, 0.945, -5.683], [-3.614, 1.120, -7.220], [-0.619, -5.309, 0.477], [-2.322, 0.511, 3.433], [1.421, 0.386, -1.441], [4.236, 1.467, 5.344], [-5.937, 3.297, -0.237], [-2.845, 1.556, 4.256], [4.449, -4.410, 3.138], [-1.391, -4.047, 0.603], [-2.907, 0.785, -6.001], [3.019, 0.603, -5.307], [1.551, 0.010, 1.372], [3.459, -0.830, -1.894], [-2.722, 3.830, 4.992], [3.972, -6.841, 3.983], [-3.353, -2.949, -0.471], [-1.744, -3.797, 1.955], [0.407, 1.123, -0.613], [2.744, -5.684, 2.034], [-1.185, -0.242, -7.400], [-1.966, 3.348, 2.596], [-4.339, 1.501, 4.039], [-4.804, 1.707, 2.644], [6.574, 0.900, 5.611], [6.232, -3.300, 1.763], [3.500, 0.132, -7.773], [-2.947, 0.395, -3.606], [-2.228, -0.499, -6.304], [-2.397, -4.138, -0.518], [-0.603, 2.584, 4.509], [0.222, 2.515, -1.304], [3.583, -0.352, -6.332], [1.415, -2.116, -1.148], [-6.197, 5.889, 0.906], [2.455, -4.778, 4.307], [6.419, -5.778, 2.210], [3.435, 3.813, 5.162], [0.953, 1.265, 0.825], [-3.792, 0.958, -4.816], [3.778, 1.855, -5.106], [-5.005, 2.567, 4.923], [5.288, -0.066, 3.602], [5.900, 0.642, -5.775], [-1.600, -4.043, -1.845], [-0.998, 0.467, -0.594], [2.229, -0.791, -1.001], [5.224, 0.412, 5.088], [4.865, -0.867, 6.029], [5.854, 3.230, 5.418], [-4.309, 3.931, 4.875], [-2.494, -4.877, 2.763], [-4.779, 0.184, 4.461], [-8.099, 4.227, -1.057], [4.754, 2.937, 3.322], [-7.308, 3.707, 0.138], [-3.542, 3.433, -0.663], [-3.825, -2.533, 0.941], [3.261, 2.482, -3.763], [-5.153, 0.222, -4.694], [-7.170, 4.780, 1.255], [-0.543, -3.471, 2.823], [5.448, -4.573, 2.023], [-2.347, -1.050, -3.855], [4.510, 2.816, 4.808], [4.654, -4.775, 0.747], [5.068, -0.652, -6.017], [2.689, -0.596, 0.470], [2.692, -1.581, -6.026], [-4.859, 5.194, 0.492], [-3.104, -5.537, -0.510], [5.247, 1.552, -4.738], [-5.181, 4.918, -1.998], [-3.157, -1.620, -6.855], [-4.083, 2.442, -4.694], [-4.863, 4.240, -0.647], [3.724, 2.938, -6.240], [-2.041, 2.815, 4.041], [3.733, -5.954, 0.899], [-1.438, -0.997, -5.154], [3.475, -5.442, 3.398], [-8.150, 2.528, 0.651], [-2.602, -2.552, 1.843], [6.967, 2.250, 5.095], [4.346, 2.842, -7.112], [6.824, -2.902, 2.576], [-3.301, 3.081, 0.314], [4.484, 0.366, 3.044], [-4.874, 2.756, 2.474], [7.968, 2.520, 5.478], [5.315, -4.892, -0.129], [-4.152, -3.135, -1.170], [2.026, 0.262, 2.344], [0.219, -4.968, 0.073], [2.902, -0.492, -8.440], [-2.347, -4.092, -2.657], [4.335, -1.663, 5.565], [5.738, -4.758, 4.514], [-0.327, 3.269, -0.700], [6.959, -3.439, 0.933], [-1.429, 0.290, -1.529], [5.896, -6.746, 2.292], [5.795, 2.498, -4.729], [-4.449, -0.066, 5.451], [0.955, -2.305, -2.100], [-0.636, -1.159, -7.707], [4.636, -7.252, 3.228], [1.718, 2.027, 0.765], [-2.501, -6.235, 0.028], [3.990, 2.502, 2.629], [2.424, 0.595, 5.481], [4.438, 0.194, -8.275], [-4.744, 4.605, 5.660], [-5.844, 0.137, 4.339], [-5.648, 0.347, -3.728], [-3.496, 2.534, -1.361], [-1.022, -1.998, -5.312], [-5.787, 1.185, 2.453], [3.713, 4.769, 4.683], [7.004, -5.843, 1.300], [-1.588, 0.213, -8.342], [-2.662, -2.411, -7.348], [2.467, -1.482, -4.971], [2.943, 1.011, -7.856], [-8.053, 3.540, -1.883], [4.068, -3.878, 0.548], [-3.559, -4.584, 2.907], [-4.080, -5.559, 0.078], [3.135, -6.100, -0.032], [1.184, 3.007, -1.388], [-0.075, 2.011, 3.767], [-3.092, 2.942, -4.580], [1.564, 0.511, -3.261], [3.196, -2.486, -6.384], [5.226, 1.117, -3.752], [-3.893, -1.256, -7.627], [-8.148, 5.180, 1.587], [-4.649, 2.711, -3.787], [3.952, 3.873, -5.743], [-5.805, 5.789, -1.921], [3.976, 0.149, -1.923], [-3.262, -5.971, -1.491], [-0.826, -3.236, 3.845], [-2.249, 4.796, 4.876], [-3.774, -2.082, -6.113], [-1.666, 1.057, 0.130], [2.125, -2.943, -0.953], [6.873, 0.443, -5.436], [-4.124, 1.376, 1.838], [-4.294, -1.539, 0.824], [-2.868, -2.175, 2.840], [-1.133, -3.083, -2.061], [3.966, 3.169, -3.346], [-4.573, 4.449, 3.944], [2.374, 3.026, -3.937], [6.146, 0.231, 2.994], [1.943, -4.015, 3.694], [-0.853, -4.791, -2.048], [-2.494, -5.796, 2.196], [0.789, -0.748, 1.571], [0.286, 1.720, 1.551], [2.934, -1.573, 0.960], [-2.137, 1.121, -3.557], [1.817, 1.054, -6.621], [6.090, 4.211, 5.008], [4.299, -1.550, -1.640], [-9.116, 2.818, 1.057], [-2.426, 3.538, 5.989], [-2.750, 4.068, -0.934], [1.722, -1.626, -6.544], [-4.241, 5.151, -2.501], [4.549, -6.715, 4.909], [-4.619, 2.853, -5.576], [-6.569, 6.453, 0.081], [1.952, -6.429, 2.081], [5.796, -1.312, 6.395], [-7.613, 2.070, 1.483], [-1.881, 2.542, 1.859], [3.132, -0.955, -2.943], [5.990, 1.183, -6.705], [-2.735, -2.142, -0.852], [5.768, 3.272, 6.578], [-0.194, 2.261, -2.268], [-4.518, 4.681, 1.383], [-0.471, 0.485, -6.952], [3.585, 0.036, 0.428], [4.248, -0.516, 6.866], [3.129, -7.515, 4.115], [-0.870, -0.455, -0.058], [3.202, 3.897, 6.213], [-8.332, 1.837, -0.171], [5.573, -1.117, -6.855], [5.038, -1.301, -5.151], [-1.892, -1.787, 1.480], [-1.769, -0.005, 3.982], [-9.182, 4.350, -0.766], [-0.580, 2.077, 5.486], [5.549, -2.529, 1.432], [4.822, 3.978, 3.051], [-0.589, -0.321, -5.026], [-5.955, 1.388, -0.759], [6.600, 0.998, 6.714], [7.144, 2.313, 4.075], [-6.791, 4.164, 2.111], [2.864, -4.204, 5.131], [2.234, -4.721, 1.797], [0.605, -2.245, -0.416], [-0.071, 3.510, 4.712], [-5.702, 4.279, -2.745], [-4.834, 2.226, 5.969], [-2.037, -5.095, 3.715], [-3.545, 0.458, -2.686], [-3.211, -1.761, -3.884], [-4.100, 5.906, 0.133], [0.271, -4.193, 2.733], [5.700, 2.519, 2.980], [-1.082, 3.918, 2.404], [-7.705, 5.254, -1.411], [-6.063, 6.558, 1.754], [-5.152, -0.841, -4.886], [2.458, 3.550, 4.714], [-4.428, -0.595, 3.798], [-4.537, -3.213, 1.349], [4.239, -6.899, 1.083], [5.180, -1.142, 3.514], [-6.039, 2.630, 4.639], [2.665, 3.059, -6.549], [-3.101, 1.891, -7.519], [1.671, -5.444, 4.597], [7.126, -5.623, 3.037], [-0.152, -2.539, 2.380], [3.138, 1.781, -2.938], [-2.836, 3.947, 2.314], [-5.857, 0.507, -5.465], [-1.682, -1.301, -3.039], [7.264, 0.121, 5.280]],
  "atomic_forces_ev_per_a": [[0.624, 0.774, 1.175], [-1.400, 1.423, 0.440], [0.322, -0.221, 0.467], [1.089, -0.011, 0.832], [0.726, -0.421, 0.501], [0.312, 0.710, 0.537], [0.926, 1.705, 0.104], [-0.567, 1.082, -1.413], [0.090, 0.762, 0.919], [-2.025, -0.248, -0.266], [-0.579, -2.819, -0.318], [0.240, 0.080, -0.078], [2.130, 0.766, -1.533], [1.170, -1.479, -2.065], [-0.307, -0.494, -0.406], [1.416, 0.740, -0.201], [1.536, -0.405, 0.405], [1.187, 0.213, -1.011], [-1.066, -0.226, -0.102], [0.297, 1.495, -0.810], [0.630, 0.009, 0.667], [-1.539, -0.479, 1.731], [-0.731, 0.432, -0.116], [0.473, 1.108, -0.024], [0.507, 1.152, -0.811], [-0.878, -0.793, -0.297], [1.410, 1.629, 0.227], [-0.289, -0.475, -2.073], [0.242, -0.250, -0.074], [0.771, 0.328, -0.290], [-0.871, -1.438, -0.463], [0.410, 0.154, -1.077], [-0.584, -1.168, -2.075], [0.514, -1.168, 0.139], [-0.487, -0.329, 0.897], [0.669, -0.360, 1.210], [-0.632, -0.409, 0.447], [0.790, -0.393, 1.094], [0.915, -1.444, -0.348], [-0.443, 1.170, -0.691], [-0.291, 0.194, -0.086], [-1.178, 0.135, -0.686], [0.409, 0.511, -0.973], [-0.402, -1.675, 1.088], [0.685, 1.005, 1.287], [2.091, -0.075, 1.222], [0.113, 0.153, 0.063], [-1.910, -0.216, 0.534], [-1.090, 0.635, -0.776], [0.764, 0.855, 3.167], [-1.213, -0.656, 0.512], [-0.427, -1.754, 0.526], [0.368, 1.817, -0.201], [0.242, 0.248, 2.439], [0.705, 0.596, -0.233], [-1.339, -0.386, -1.033], [-0.365, -1.999, 0.189], [-0.551, 2.524, -0.115], [-0.514, -0.768, -2.203], [-0.716, 1.238, -0.496], [-1.101, -1.094, -1.036], [0.962, -0.397, -1.151], [0.183, -0.508, -0.820], [-0.438, -0.468, -1.341], [-0.192, -1.122, 0.677], [0.942, 1.541, -1.592], [-0.090, -0.690, -0.205], [-0.247, 1.634, -0.696], [0.800, -0.535, 0.038], [0.010, -0.632, -0.500], [-0.087, 1.302, 0.615], [-1.376, -0.089, 0.339], [0.167, -0.256, -1.255], [0.466, 2.058, 0.567], [-1.392, 0.570, 1.320], [-0.477, -0.401, -1.520], [0.525, -0.871, -0.920], [-1.805, 1.492, -0.510], [0.935, 0.912, 0.352], [-2.167, -2.075, -0.897], [-1.657, -0.218, 1.153], [-1.041, 0.307, 0.092], [-1.618, -0.391, -0.746], [-0.982, -0.331, 2.426], [-1.077, -1.239, 0.246], [0.966, -0.165, 0.419], [0.462, 2.448, 0.559], [0.458, 0.549, 1.274], [0.358, -0.428, -0.193], [-0.069, -0.103, 0.491], [-0.135, -0.340, 0.717], [-0.826, 0.095, -0.140], [-0.580, 0.867, -0.446], [-0.583, 0.214, 0.447], [-0.016, -0.041, 0.439], [-0.413, 0.022, -0.229], [-0.342, -0.300, -0.289], [-0.989, -0.506, 0.602], [0.023, -0.676, 0.319], [0.174, -0.313, 0.198], [-0.536, -0.444, -0.844], [1.019, -1.565, 0.494], [-0.459, -0.895, -0.359], [-0.541, -0.237, 0.365], [-0.627, -0.009, -1.379], [0.592, 0.702, 0.089], [-0.156, -0.005, 0.302], [-0.081, -0.101, 0.679], [0.105, 0.347, -0.682], [-0.392, 0.468, 0.458], [-0.246, -0.451, 0.388], [0.733, 0.216, -0.112], [0.557, -0.451, 0.123], [0.226, 0.259, 0.873], [0.769, 0.572, -0.459], [0.789, 0.558, -0.109], [0.602, -0.634, -0.420], [-0.751, -0.034, 0.519], [0.352, 0.395, -0.002], [-0.471, 1.269, 0.695], [-0.137, 0.121, -0.351], [0.925, 0.822, 0.247], [-0.098, -0.177, 0.696], [0.314, 0.035, -0.154], [0.120, -0.454, 0.855], [1.153, -0.790, -0.401], [0.184, -0.869, 0.223], [-0.306, 2.015, -0.271], [0.072, -0.285, -0.351], [-0.171, 0.113, 0.080], [0.642, -0.308, 0.081], [0.929, 0.384, -0.911], [0.449, 0.020, 0.478], [0.472, -0.170, -0.473], [0.429, -0.272, -0.130], [-0.630, 0.001, -0.295], [-0.137, 0.112, -0.867], [0.073, -0.088, 0.661], [0.357, -0.307, 0.354], [0.816, 0.081, 0.744], [0.310, -0.302, -0.448], [0.039, -0.461, -0.311], [0.288, 0.324, -0.024], [0.036, 0.566, 0.250], [-0.385, -0.244, 0.399], [-0.176, 0.271, -0.275], [0.011, -0.316, 0.101], [-0.075, 0.431, -0.361], [-0.273, -0.195, 0.767], [0.687, -0.495, -1.366], [-0.223, 0.136, -0.125], [1.452, -0.683, 0.244], [-0.065, -0.295, 0.560], [0.303, -0.327, 0.537], [-0.007, -0.345, 0.008], [0.096, 0.181, 0.723], [0.744, 0.743, -0.131], [0.201, -0.071, -0.112], [-1.324, 0.502, 0.014], [0.461, 0.035, 0.555], [0.356, -0.184, 0.310], [0.089, -0.605, 0.305], [-0.087, -0.432, -0.032], [0.029, -0.026, -0.093], [-0.792, -0.234, -0.278], [0.168, 0.608, -0.738], [0.467, -0.114, 0.497], [-0.841, 0.423, -0.824], [0.033, 0.222, 0.316], [-1.412, 0.353, -0.107], [-0.026, 0.466, -0.149], [-0.266, -0.297, 0.533], [1.130, 1.007, -0.559], [0.254, 0.590, -0.003], [0.048, 0.435, 0.081], [-0.304, -0.095, -0.082], [0.371, -0.386, 0.493], [-0.392, 0.639, -0.593], [0.135, -0.225, 0.335], [-0.118, 0.198, 0.065], [0.013, -0.424, -0.150], [-0.203, -0.198, 0.288], [0.348, -0.404, 0.379], [0.027, 0.204, -0.451], [-0.201, 0.546, -0.136], [-0.046, 0.249, -1.839], [-0.287, 0.688, -0.323], [0.391, -0.073, 0.114], [-0.189, -0.414, -0.528], [-0.204, 0.037, 0.410], [0.383, 0.008, 0.026], [-0.048, 0.111, 0.205], [-0.148, -0.928, 0.061], [0.458, 0.197, 0.459], [0.095, -0.201, 0.209], [-0.388, -0.707, -0.158], [0.526, -0.198, 0.312], [-0.343, 0.029, -0.083], [0.838, -0.746, 1.121], [1.058, -0.002, -0.318], [-0.136, -0.236, -0.337], [-0.222, 0.352, 0.048], [-0.090, 0.530, 0.015], [-0.099, -0.043, 0.559], [-0.017, 0.843, -0.299], [-0.271, -0.495, -0.440], [0.215, -0.484, -2.120], [-0.052, 0.746, -0.262], [0.263, -0.460, 0.344], [0.262, -0.529, 0.075], [0.197, 0.350, 0.105], [-0.085, 0.314, -0.439], [0.274, -0.038, 0.874], [-0.732, -0.009, -0.439], [0.056, 0.102, 0.283], [0.146, -0.064, -0.253], [0.951, 0.257, -0.239], [-0.067, 0.360, 0.815], [-0.518, -0.202, 0.284], [-0.178, -0.171, 0.151], [0.593, 0.695, 0.289], [-0.816, -1.609, 0.482], [0.225, 0.028, -0.027], [0.691, -0.564, 0.246], [0.543, -0.139, -0.076], [0.351, -0.160, -0.247], [-0.896, -0.572, 0.115], [0.255, -0.026, -0.151], [0.097, -0.166, 0.153], [-0.584, 0.025, 0.233], [0.559, -0.060, -0.071], [-0.436, -0.343, 0.038], [-0.359, -0.642, 0.559], [-0.257, -0.165, -0.078], [0.330, -0.111, 0.345], [-0.315, -0.402, -0.379], [0.108, -0.032, 0.145], [-0.228, 0.730, -0.186], [-0.108, -0.110, 0.366], [0.277, 0.078, 0.334]],
  "homo_lumo_gap_ev": 8.50,
  "total_charge": 0
}